{"formula": "C32H22BBrN8O6Pt", "method": "ωB97M-V with the def2-TZVPD basis set", "lumo_energy_ev": -2.01, "e_above_lowest_ev": 2.114, "charge": 0, "species": ["Pt", "C", "C", "N", "N", "C", "B", "N", "C", "C", "C", "N", "N", "C", "C", "C", "N", "H", "H", "H", "H", "H", "H", "H", "H", "H", "H", "N", "C", "C", "C", "C", "C", "C", "C", "C", "C", "H", "H", "H", "H", "O", "C", "O", "C", "C", "C", "C", "C", "C", "N", "O", "O", "H", "H", "H", "H", "Br", "C", "C", "C", "C", "C", "C", "C", "O", "O", "H", "H", "H", "H"], "coordinates": [[0.43, 0.09, -0.51], [-0.56, 3.71, -2.61], [0.28, 2.97, -1.79], [-0.20, 1.73, -1.67], [-1.33, 1.65, -2.38], [-1.57, 2.83, -2.96], [-2.03, 0.30, -2.47], [-2.42, -0.12, -1.03], [-3.61, -0.26, -0.43], [-3.40, -0.53, 0.91], [-2.02, -0.54, 1.08], [-1.47, -0.29, -0.11], [-0.97, -0.73, -2.95], [-1.00, -1.59, -3.98], [0.14, -2.37, -3.93], [0.84, -1.94, -2.81], [0.15, -0.95, -2.24], [-0.46, 4.74, -2.90], [1.17, 3.27, -1.26], [-2.44, 2.97, -3.59], [-2.98, 0.31, -3.19], [-4.51, -0.12, -0.99], [-4.15, -0.67, 1.67], [-1.41, -0.67, 1.95], [-1.82, -1.58, -4.66], [0.43, -3.16, -4.61], [1.77, -2.27, -2.38], [5.64, -7.29, 3.73], [5.03, -6.45, 3.24], [4.27, -5.39, 2.62], [4.93, -4.40, 1.90], [4.19, -3.39, 1.30], [2.80, -3.36, 1.42], [2.16, -4.36, 2.15], [2.88, -5.37, 2.75], [2.04, -2.32, 0.80], [1.41, -1.43, 0.28], [6.00, -4.43, 1.80], [4.69, -2.62, 0.73], [1.08, -4.34, 2.24], [2.39, -6.15, 3.31], [2.22, 1.32, -0.18], [1.77, 1.56, 0.99], [0.69, 0.96, 1.29], [2.41, 2.48, 1.93], [3.77, 2.33, 2.22], [4.36, 3.20, 3.12], [3.58, 4.20, 3.68], [2.24, 4.36, 3.39], [1.64, 3.48, 2.50], [4.23, 5.13, 4.63], [5.41, 4.98, 4.84], [3.52, 5.96, 5.16], [4.34, 1.55, 1.75], [5.41, 3.12, 3.38], [1.68, 5.16, 3.85], [0.58, 3.60, 2.25], [-6.11, 2.39, -1.97], [-5.27, 3.59, -0.75], [-5.92, 4.75, -0.36], [-5.27, 5.60, 0.52], [-4.00, 5.30, 1.00], [-3.36, 4.13, 0.59], [-4.01, 3.27, -0.29], [-1.96, 3.76, 1.08], [-1.43, 4.52, 1.92], [-1.47, 2.72, 0.57], [-6.90, 4.98, -0.74], [-5.76, 6.51, 0.84], [-3.48, 5.95, 1.68], [-3.50, 2.37, -0.59]]}